ORCA calculation (ωB97M-V/def2-TZVPD) on a structure of composition C10H31BeNO10S3 in a non-equilibrium geometry.

Frontier orbital gap (spin up / spin down), eV: 4.31 / 5.06
E_tot, eV: -65706.354
Spin multiplicity: 2
E_HOMO (spin up / spin down), eV: -17.54 / -17.54
Charge: +3
⟨S²⟩: 1.7602

Atoms and positions in Å:
Be: 3.7662 3.4725 3.2296
N: 0.2940 4.9217 1.5447
H: 1.0657 4.4126 1.1380
H: -0.2099 4.2124 2.0576
H: -0.3291 5.5098 1.0100
H: 0.7817 5.5937 2.1197
C: 2.2559 1.7052 0.6763
O: 2.3701 3.0528 1.1114
H: 2.1092 1.5377 -0.3908
H: 2.8992 0.9054 1.0431
H: 1.2817 1.3431 1.0048
O: 2.1853 -4.2962 0.6478
S: 2.6852 -3.5317 -0.4775
O: 4.0708 -3.6327 -0.9692
O: 1.6608 -3.8562 -1.7870
C: 0.3734 -4.3545 -1.5959
C: -0.0860 -5.1531 -2.7750
C: 2.3057 -1.6803 -0.3317
H: -0.3050 -3.5610 -1.2828
H: 0.3755 -5.0000 -0.7176
H: -0.1728 -4.5357 -3.6691
H: -1.0602 -5.5908 -2.5574
H: 0.6469 -5.9384 -2.9602
H: 1.3897 -1.7135 0.2581
H: 2.2045 -1.2397 -1.3236
H: 3.2571 -1.4909 0.1654
O: 1.8675 2.1240 4.0236
S: 0.4139 2.1780 4.3463
O: -0.4213 3.1293 3.6114
O: -0.1439 0.5947 4.1897
C: -0.8724 0.2756 3.0080
C: -2.3463 0.4968 3.1305
C: 0.0730 2.4251 6.1365
H: -0.5834 -0.7742 2.9594
H: -0.4206 0.7807 2.1543
H: -2.9201 0.1960 2.2539
H: -2.5245 1.5571 3.3099
H: -2.7653 -0.0381 3.9829
H: -0.9997 2.3519 6.3152
H: 0.4023 3.4591 6.2395
H: 0.6923 1.7462 6.7227
O: -1.9172 -1.2730 -2.2217
S: -0.6884 -0.9921 -3.0177
O: 0.4620 -1.9280 -3.1665
O: -1.2570 -0.5868 -4.5085
C: -2.3505 0.2922 -4.6079
C: -3.5355 -0.4379 -5.1401
C: 0.0192 0.6623 -2.5403
H: -2.2560 1.1987 -5.2058
H: -2.6098 0.6632 -3.6163
H: -3.4433 -0.3844 -6.2249
H: -4.5538 -0.1048 -4.9397
H: -3.3992 -1.5103 -4.9999
H: 0.9319 0.8425 -3.1084
H: 0.0749 0.5683 -1.4558
H: -0.7445 1.3958 -2.7990

Atoms 1-6, force components in eV/Å:
Be -0.816 -0.681 0.055
N 0.421 0.750 0.449
H 0.145 -0.160 -1.603
H -0.600 -0.143 1.142
H -0.158 -0.233 -1.137
H -0.173 0.206 1.100